Entry 1:
The molecule C5H8O. Source: the Open Molecules 2025 dataset; level of theory: the ωB97M-V functional and the def2-TZVPD basis.

The geometry in XYZ format:
```
14
Properties=species:S:1:pos:R:3:forces:R:3:nbo_charge:R:1
C -2.462930 1.162855 -0.236355 0.31 -0.07 0.14 -0.248
C -1.502144 0.821760 0.397986 -0.56 -0.12 -0.37 -0.002
C -0.403355 0.054612 0.960282 -0.03 -0.06 0.06 -0.519
C 0.894405 0.117080 0.101783 0.14 -0.28 0.17 0.113
C 1.173339 -1.258238 -0.477695 0.06 -0.05 -0.02 -0.618
O 0.812445 0.996997 -0.999350 -0.04 0.26 0.06 -0.712
H -3.301479 1.332848 -0.860354 -0.17 0.34 0.02 0.237
H -0.795834 -0.963376 0.942787 0.21 -0.16 0.13 0.239
H -0.213573 0.287191 2.007877 0.05 0.20 -0.04 0.235
H 1.721170 0.425472 0.759197 -0.09 -0.05 -0.10 0.157
H 0.350355 -1.525645 -1.150962 0.14 0.01 0.09 0.215
H 2.106302 -1.264147 -1.046362 -0.10 0.01 0.07 0.220
H 1.232126 -2.006167 0.319611 0.05 0.08 -0.11 0.206
H 0.389173 1.818758 -0.718443 0.04 -0.11 -0.10 0.476
```
Positions in Å, forces in eV/Å.

Computed properties:
Gap between HOMO and LUMO in eV: 10.92
Energy relative to the best compared isomer or geometry (same formula, charge and spin) in kcal/mol: 53.6
HOMO level in eV: -9.975

***

Entry 2:
A cluster of 2 separate species, C4H9N2O in total at a distorted geometry. Source: the Open Molecules 2025 dataset; level of theory: the ωB97M-V functional and the def2-TZVPD basis.

The geometry in XYZ format:
```
16
Properties=species:S:1:pos:R:3:forces:R:3:nbo_charge:R:1
C -0.165707 -2.280743 -0.260735 -0.28 -1.45 -0.39 0.095
C -3.099762 0.569366 0.528538 -0.14 1.32 -0.59 0.890
C 1.095246 1.119853 0.290010 3.26 -1.29 3.12 -0.653
C 0.799412 -0.104023 -0.586449 0.42 3.12 -1.49 -0.263
N -3.816487 1.139475 -0.224663 -1.61 1.04 0.26 -0.685
N -0.119475 -1.024606 -0.036867 -3.89 -1.44 2.64 -0.415
O -2.235887 0.080004 1.143352 0.48 -1.09 0.99 -0.587
H 0.551109 -2.741479 -0.958417 -0.06 0.38 0.39 0.214
H -0.939046 -3.047285 0.147471 1.18 2.06 -0.36 0.248
H 1.753410 0.713610 1.143020 -0.95 0.39 -0.75 0.220
H 1.848325 1.840723 -0.077135 -0.86 -0.38 -0.80 0.265
H 0.346053 1.651395 0.859717 -0.84 -0.09 -0.63 0.242
H 1.710740 -0.613162 -0.889695 -0.01 0.02 0.01 0.237
H 0.360521 0.413421 -1.463136 -0.13 -1.09 -0.12 0.243
H -1.013051 -0.658626 0.638033 2.53 -0.35 -1.84 0.482
H -4.524013 1.880439 -0.019599 0.89 -1.14 -0.45 0.466
```
Positions in Å, forces in eV/Å.

Computed properties:
Gap between HOMO and LUMO in eV: 11.03
Total charge: +1
Energy relative to the best compared isomer or geometry (same formula, charge and spin) in kcal/mol: 57.6
HOMO level in eV: -15.502

***

Entry 3:
A cluster of 2 separate species, C20H23N2 in total at a distorted geometry. Source: the Open Molecules 2025 dataset; level of theory: the ωB97M-V functional and the def2-TZVPD basis.

The geometry in XYZ format:
```
45
Properties=species:S:1:pos:R:3:forces:R:3:nbo_charge:R:1
C 4.938269 2.245169 1.518739 0.07 0.18 0.08 -0.342
C 3.829176 1.957539 2.169029 0.13 -0.13 0.10 -0.212
C 2.595862 1.509176 1.470754 -0.84 0.35 -0.39 -0.253
N 2.532427 0.068763 1.276568 0.11 -0.51 0.02 -0.814
H 5.826731 2.577715 2.021613 0.25 0.01 0.17 0.206
H 4.978291 2.181256 0.448791 0.04 -0.02 -0.42 0.192
H 3.808183 2.021832 3.245789 -0.05 -0.01 0.24 0.200
H 1.709694 1.861933 2.013613 0.01 0.24 0.16 0.152
H 2.549601 1.985502 0.484406 0.08 -0.09 0.04 0.187
H 2.722985 -0.415413 2.144605 0.13 -0.05 0.05 0.352
H 1.608705 -0.221416 0.976725 0.06 0.05 -0.10 0.339
C -1.765881 2.575137 1.017382 -0.05 0.16 -0.05 -0.683
C -1.561683 1.633903 -0.108511 -0.03 1.15 -1.42 0.391
N -1.613476 1.998645 -1.427864 0.00 -0.36 1.75 -0.277
C -1.871639 3.344986 -1.935254 -0.07 0.06 0.25 -0.419
C -1.361786 0.875423 -2.237207 0.34 -1.22 -0.09 0.113
C -1.129894 -0.217908 -1.386254 -0.17 -0.30 -0.83 -0.013
C -0.769358 -1.452951 -1.932848 0.02 0.50 0.17 -0.188
C -0.702444 -1.587474 -3.297902 0.04 0.04 -0.27 -0.194
C -0.976873 -0.513494 -4.144167 -0.02 -0.26 0.12 -0.178
C -1.293692 0.721331 -3.626393 -0.19 0.81 0.58 -0.212
C -1.281171 0.249336 -0.023017 0.43 -1.84 1.49 -0.189
C -1.066709 -0.485763 1.162899 -0.10 1.33 -1.70 0.083
C -0.872954 -1.907128 1.266172 -0.04 -0.94 0.07 -0.183
C -1.646767 -2.844203 0.544010 0.18 0.71 0.29 -0.145
C -1.359559 -4.185617 0.608317 -0.14 -0.19 -0.06 -0.222
C -0.299225 -4.640258 1.373764 0.10 0.00 0.03 -0.130
C 0.440963 -3.748648 2.131352 0.15 -0.31 0.06 -0.233
C 0.138466 -2.411471 2.111970 -0.49 0.74 -0.21 -0.080
H -1.677792 2.071053 1.980724 -0.02 0.03 -0.19 0.246
H -1.031790 3.382646 0.988543 0.01 0.02 -0.06 0.259
H -2.756025 3.031582 0.968360 -0.02 0.02 -0.01 0.260
H -1.847477 3.355730 -3.023064 0.03 -0.17 0.15 0.240
H -2.851937 3.681291 -1.602487 -0.04 0.00 -0.02 0.230
H -1.118538 4.037844 -1.562899 0.04 -0.04 0.00 0.231
H -0.528067 -2.281015 -1.295946 0.06 -0.14 -0.06 0.231
H -0.434598 -2.542445 -3.717087 0.06 -0.13 -0.11 0.231
H -0.941201 -0.658520 -5.213764 0.02 0.08 -0.04 0.236
H -1.485330 1.553224 -4.279356 -0.03 0.18 -0.21 0.226
H -0.919253 0.087390 2.064565 -0.07 0.12 0.29 0.219
H -2.467238 -2.493468 -0.059464 -0.15 0.05 -0.09 0.229
H -1.952478 -4.887243 0.045438 -0.13 -0.09 -0.06 0.235
H -0.050555 -5.689015 1.384432 -0.01 -0.14 0.03 0.234
H 1.257257 -4.104449 2.736963 0.10 -0.05 0.12 0.236
H 0.698777 -1.720506 2.717960 0.16 0.14 0.14 0.209
```
Positions in Å, forces in eV/Å.

Computed properties:
Gap between HOMO and LUMO in eV: 6.72
Total charge: +1
Energy relative to the best compared isomer or geometry (same formula, charge and spin) in kcal/mol: 24.1
HOMO level in eV: -11.793